1.
{"formula": "C46H83F3N10O3P", "method": "ωB97M-V/def2-TZVPD", "symbols": ["C", "C", "P", "C", "O", "C", "F", "F", "F", "O", "C", "C", "O", "H", "H", "H", "H", "H", "H", "H", "H", "H", "H", "H", "H", "H", "C", "C", "C", "C", "N", "H", "H", "H", "H", "H", "H", "H", "C", "C", "C", "C", "N", "H", "H", "H", "H", "H", "H", "H", "C", "C", "C", "C", "N", "H", "H", "H", "H", "H", "H", "H", "C", "C", "C", "C", "N", "H", "H", "H", "H", "H", "H", "H", "C", "C", "C", "C", "N", "H", "H", "H", "H", "H", "H", "H", "C", "C", "C", "C", "N", "H", "H", "H", "H", "H", "H", "H", "C", "C", "C", "C", "N", "H", "H", "H", "H", "H", "H", "H", "C", "C", "C", "C", "N", "H", "H", "H", "H", "H", "H", "H", "C", "C", "C", "C", "N", "H", "H", "H", "H", "H", "H", "H", "C", "C", "C", "C", "N", "H", "H", "H", "H", "H", "H", "H"], "positions_angstrom": [[2.223172, 0.470445, 0.231355], [0.857083, 1.113293, 0.413832], [0.894373, 3.001535, 0.090684], [-0.669660, 3.065194, -1.005182], [-1.961416, 3.391919, -0.373610], [-2.698575, 2.374117, -0.022989], [-2.912748, 1.492879, -0.999021], [-2.247067, 1.693764, 1.012863], [-3.909923, 2.839197, 0.335204], [0.124996, 3.496214, 1.540978], [0.310684, 4.877543, 1.717841], [1.451039, 5.403037, 0.820076], [1.343374, 4.657550, -0.353024], [2.468978, -0.099473, 1.123811], [2.147135, -0.263537, -0.566564], [3.018514, 1.191256, 0.048476], [0.091436, 0.657460, -0.194040], [0.508483, 0.974491, 1.439216], [2.198439, 2.968899, 0.775524], [1.559994, 2.624280, -1.173073], [-0.496796, 3.883334, -1.694144], [-0.710157, 2.163332, -1.603704], [0.300715, 5.238099, 2.743161], [-0.584715, 5.318980, 1.243520], [2.407474, 5.174822, 1.317607], [1.408080, 6.472678, 0.644888], [-0.481174, 2.341025, -5.346206], [0.367132, 1.160450, -5.806604], [-0.027699, -0.158244, -5.136648], [0.133683, -0.075418, -3.682338], [0.271694, -0.010785, -2.550879], [-0.363405, 2.526000, -4.277013], [-0.182853, 3.250291, -5.868360], [-1.541090, 2.166619, -5.548292], [1.416987, 1.370553, -5.599564], [0.273113, 1.047142, -6.888032], [0.599326, -0.966893, -5.505811], [-1.068376, -0.405907, -5.356704], [4.493294, 6.798893, 3.129042], [4.738588, 8.259966, 2.771239], [3.560091, 9.169257, 3.135663], [2.341411, 8.775993, 2.417058], [1.400954, 8.471150, 1.846314], [3.647235, 6.388796, 2.579056], [5.365312, 6.193527, 2.881722], [4.294579, 6.684450, 4.196961], [4.943591, 8.341484, 1.701947], [5.627980, 8.616312, 3.296142], [3.785248, 10.205118, 2.880526], [3.360413, 9.122376, 4.207079], [5.583954, 0.194251, -6.767546], [5.987321, 1.616606, -7.140282], [4.898521, 2.643893, -6.811468], [3.677797, 2.329657, -7.566409], [2.731188, 2.085615, -8.156425], [4.705210, -0.134139, -7.326049], [6.393758, -0.502167, -6.992130], [5.357716, 0.117733, -5.702644], [6.214855, 1.659288, -8.209557], [6.894236, 1.881336, -6.607214], [5.226519, 3.648298, -7.078138], [4.669541, 2.637532, -5.749007], [1.446411, -3.473962, 0.448079], [2.401561, -4.269341, 1.333365], [2.235375, -3.947796, 2.821116], [2.500429, -2.524777, 3.066853], [2.679415, -1.413994, 3.259240], [1.625325, -2.399965, 0.521739], [1.574587, -3.752798, -0.598588], [0.407130, -3.666080, 0.724060], [3.430488, -4.062918, 1.029020], [2.229724, -5.335719, 1.189000], [2.923262, -4.543776, 3.420871], [1.222785, -4.173226, 3.148813], [0.954113, -6.603243, 6.755112], [-0.426382, -6.248258, 6.214560], [-0.823998, -7.086106, 4.995758], [0.121882, -6.873863, 3.893163], [0.856977, -6.708847, 3.035398], [1.734216, -6.407537, 6.017858], [1.182899, -6.006772, 7.638246], [1.005579, -7.657097, 7.036035], [-0.447721, -5.188108, 5.952127], [-1.171699, -6.401205, 6.996948], [-1.815424, -6.810334, 4.653678], [-0.841207, -8.146337, 5.247226], [-2.239119, 9.427526, -1.232457], [-2.649884, 7.979519, -0.987056], [-1.479296, 6.999269, -1.103100], [-0.900405, 7.048245, -2.451362], [-0.471976, 7.084972, -3.509428], [-1.858057, 9.566515, -2.245424], [-3.093884, 10.095237, -1.109170], [-1.463048, 9.737358, -0.529647], [-3.431797, 7.701316, -1.697218], [-3.078726, 7.891185, 0.012790], [-1.812790, 5.979877, -0.902004], [-0.702165, 7.243171, -0.376709], [-6.865806, -7.345996, 4.271999], [-6.328229, -6.108863, 4.983089], [-4.800727, -6.001808, 4.928248], [-4.170980, -7.158940, 5.577400], [-3.681512, -8.060119, 6.079460], [-6.506861, -8.263705, 4.741167], [-7.954440, -7.366817, 4.310037], [-6.565053, -7.357582, 3.223253], [-6.653738, -6.121164, 6.025443], [-6.755913, -5.215334, 4.525802], [-4.462504, -5.097527, 5.434794], [-4.457307, -5.955480, 3.893527], [5.066426, 5.293267, -2.265925], [4.572869, 3.884020, -1.961679], [5.679796, 2.827285, -2.027697], [6.280771, 2.771130, -3.366350], [6.746323, 2.727392, -4.409306], [5.457681, 5.374043, -3.283162], [4.245669, 6.004228, -2.172935], [5.856880, 5.593026, -1.571891], [3.777438, 3.623844, -2.661031], [4.129234, 3.862691, -0.965112], [5.273228, 1.843640, -1.789959], [6.469359, 3.049322, -1.307780], [2.376644, -5.443876, -4.292318], [1.708934, -5.037502, -5.601352], [2.540525, -4.034345, -6.407789], [2.749808, -2.801094, -5.641937], [2.912960, -1.854700, -5.025257], [2.504528, -4.588136, -3.628251], [1.767559, -6.178240, -3.765073], [3.358552, -5.886272, -4.473292], [0.728504, -4.608024, -5.387016], [1.542383, -5.925757, -6.214331], [2.034757, -3.780330, -7.339567], [3.514597, -4.456508, -6.658334], [-11.811612, -5.845869, 5.498736], [-12.409487, -7.222345, 5.767684], [-11.386538, -8.354043, 5.624357], [-10.841026, -8.395998, 4.262553], [-10.429243, -8.424734, 3.200982], [-11.445630, -5.763485, 4.474522], [-12.562721, -5.069123, 5.640626], [-10.980746, -5.639419, 6.176437], [-13.241431, -7.394894, 5.082553], [-12.817804, -7.247625, 6.779638], [-11.848964, -9.317381, 5.838857], [-10.561293, -8.214327, 6.324166]], "forces_ev_per_angstrom": [[-0.72, -0.61, 0.19], [-0.71, 0.97, 1.05], [1.93, -2.16, -1.18], [0.60, 0.71, 0.37], [0.49, 0.34, -0.68], [-0.44, 0.65, 0.22], [-0.13, -0.76, -0.81], [0.51, -0.74, 0.84], [-0.65, 0.26, 0.16], [0.69, 0.37, 0.26], [-1.47, 1.04, -1.48], [0.21, -1.15, 0.67], [-0.60, 0.71, 0.31], [0.31, 0.08, 0.14], [0.34, 0.08, -0.42], [0.07, 0.16, -0.18], [-0.05, -0.23, -0.40], [0.07, 0.02, 0.21], [0.00, 0.14, 0.00], [-0.11, 0.18, -0.11], [-0.10, 0.25, -0.07], [-0.33, -0.34, 0.16], [0.39, -0.40, 0.38], [-0.14, 0.38, 0.34], [0.22, 0.09, -0.02], [-0.21, 0.06, -0.06], [0.04, -0.01, 0.02], [-0.14, 0.25, -0.05], [0.04, 0.25, 0.04], [-0.10, -0.27, -0.88], [0.05, -0.08, 0.65], [-0.02, -0.03, 0.01], [-0.02, 0.00, -0.01], [0.00, 0.01, 0.02], [0.03, -0.10, -0.03], [0.09, -0.07, 0.01], [0.02, -0.05, 0.06], [-0.03, 0.03, 0.03], [0.02, 0.03, 0.00], [0.10, -0.22, 0.04], [0.04, -0.15, -0.20], [0.68, 0.35, 0.51], [-0.69, 0.00, -0.32], [-0.04, 0.01, 0.01], [0.00, -0.01, 0.02], [0.00, -0.01, 0.00], [-0.03, 0.07, 0.00], [-0.04, 0.11, -0.01], [-0.05, 0.04, 0.03], [-0.04, 0.00, 0.01], [0.03, 0.01, -0.03], [0.08, -0.30, -0.17], [0.00, -0.29, -0.39], [0.68, 0.47, 0.59], [-0.68, -0.24, -0.52], [-0.04, 0.03, 0.05], [0.01, 0.00, 0.03], [-0.02, -0.01, -0.01], [-0.07, 0.06, -0.01], [-0.03, 0.14, 0.05], [-0.06, 0.04, 0.04], [-0.04, -0.01, 0.04], [0.07, 0.02, 0.03], [-0.11, -0.02, -0.30], [0.24, 0.27, -0.29], [-0.26, -0.92, 0.09], [0.24, 0.77, 0.24], [-0.04, -0.01, 0.02], [-0.03, 0.00, 0.00], [0.00, 0.00, -0.01], [0.02, 0.01, 0.08], [0.02, -0.03, 0.13], [-0.03, 0.00, 0.06], [-0.04, 0.01, 0.01], [-0.01, 0.03, 0.01], [0.12, 0.04, 0.20], [0.38, 0.27, 0.01], [-0.69, -0.32, 0.59], [0.52, 0.04, -0.57], [-0.02, -0.03, -0.03], [0.00, -0.02, 0.01], [0.01, 0.00, 0.00], [-0.06, -0.02, -0.04], [-0.07, -0.03, -0.08], [-0.05, -0.05, -0.10], [-0.05, -0.03, -0.03], [-0.07, 0.02, 0.02], [-0.03, 0.21, 0.00], [-0.12, 0.07, -0.14], [-0.22, -0.26, 0.92], [0.26, 0.13, -0.79], [0.05, -0.04, 0.01], [0.02, 0.01, 0.02], [0.01, -0.01, -0.01], [0.01, -0.07, 0.02], [0.03, -0.10, 0.00], [0.11, -0.06, -0.01], [0.06, -0.05, -0.03], [0.00, 0.02, 0.08], [-0.22, -0.14, -0.09], [-0.14, -0.11, 0.16], [-0.35, 0.77, -0.42], [0.29, -0.66, 0.41], [0.06, 0.01, -0.02], [0.00, 0.01, -0.08], [-0.03, -0.02, -0.01], [0.07, 0.06, 0.02], [0.09, 0.05, 0.02], [0.07, 0.00, -0.02], [0.03, -0.01, -0.01], [0.01, -0.02, -0.01], [-0.10, 0.28, 0.04], [-0.16, 0.11, -0.16], [-0.23, -0.12, 0.94], [0.40, 0.10, -0.47], [0.05, -0.01, 0.02], [-0.01, -0.02, 0.04], [0.01, 0.01, -0.02], [-0.06, -0.09, 0.10], [-0.10, -0.13, -0.05], [0.02, -0.03, -0.01], [0.04, -0.02, -0.01], [-0.04, 0.00, 0.00], [0.01, -0.16, 0.17], [-0.20, 0.03, 0.17], [0.03, -0.74, -0.59], [0.13, 0.71, 0.44], [0.03, 0.02, -0.03], [0.02, -0.01, -0.01], [0.00, 0.01, 0.01], [0.00, 0.04, -0.07], [0.00, 0.06, -0.08], [0.04, 0.04, -0.03], [0.03, 0.02, 0.00], [-0.03, -0.01, -0.01], [-0.02, 0.24, 0.02], [-0.13, 0.13, -0.16], [-0.38, -0.12, 1.20], [0.41, 0.01, -1.08], [0.03, -0.04, 0.01], [0.02, 0.01, 0.02], [0.00, 0.01, -0.01], [0.00, -0.08, 0.01], [0.01, -0.09, 0.00], [0.05, -0.04, 0.00], [0.03, -0.01, -0.01]], "e_homo_ev": -4.12, "charge": -1, "max_force_ev_per_a": 3.13}

---

2.
{"formula": "C5H8O", "method": "ωB97M-V/def2-TZVPD", "symbols": ["C", "C", "C", "O", "C", "C", "H", "H", "H", "H", "H", "H", "H", "H"], "positions_angstrom": [[-1.274997, 1.643080, 0.013132], [-0.802324, 0.219334, 0.151227], [0.504129, -0.066634, 0.411673], [1.094618, 0.522109, 1.501465], [1.326687, -1.105222, -0.204267], [0.776018, -2.028808, -0.990337], [-1.726745, 1.831637, -0.943441], [-1.926280, 2.023008, 0.806144], [-0.438777, 2.345868, 0.094332], [-1.495635, -0.544374, -0.180317], [0.386977, 0.872728, 2.060109], [2.383436, -0.972103, 0.001670], [-0.138180, -1.807543, -1.522821], [1.331074, -2.933081, -1.198568]], "forces_ev_per_angstrom": [[0.51, 0.72, 1.84], [0.25, 0.17, -0.74], [-1.39, -0.40, 0.65], [0.76, 0.89, -0.62], [-0.59, 0.52, 0.51], [0.93, 0.12, -0.39], [-0.36, -0.16, -0.41], [-0.52, -0.27, -0.14], [0.20, -0.22, -0.22], [0.42, -0.07, -0.73], [0.21, -0.01, -0.27], [0.02, -0.90, 0.52], [-0.44, -0.49, 0.54], [0.02, 0.12, -0.55]], "e_homo_ev": -7.72, "charge": 0, "max_force_ev_per_a": 2.04, "smiles": "C=C/C(O)=C/C", "e_above_lowest_ev": 2.630}